Molecular formula: C46H57BClN5O4P2ReSSb2
Method: DFT, wB97M-V/def2-TZVPD

Each line ends with the Löwdin charge.
CARTESIAN COORDINATES (ANGSTROEM)
Re -0.8001 -0.0775 -1.2368  1.13
C -2.1441 -0.7423 3.1138  -0.26
Sb -2.3641 -0.3800 1.0357  1.33
C -3.9682 -1.7642 0.7776  -0.26
C -3.5236 1.4396 1.2047  -0.27
C -4.9760 1.0972 1.1108  -0.31
C -5.6986 0.7898 2.2577  -0.06
C -7.0166 0.3610 2.1849  -0.05
C -7.6223 0.2272 0.9462  -0.05
C -6.9200 0.5680 -0.2009  -0.03
C -5.6054 1.0213 -0.1422  -0.27
C -4.9755 1.5382 -1.4088  -0.26
Sb -3.2437 0.6933 -2.3695  1.38
C -4.0746 -0.9053 -3.4872  -0.26
C -3.1551 2.1106 -3.9359  -0.25
H -1.7773 -1.7471 3.3091  0.02
H -3.1513 -0.6449 3.5129  0.03
H -1.4790 -0.0067 3.5589  0.00
H -3.6292 -2.7782 0.9847  0.02
H -4.3860 -1.7155 -0.2267  0.01
H -4.7428 -1.5030 1.4959  0.02
H -3.2188 2.1287 0.4190  0.02
H -3.2369 1.8735 2.1625  0.08
H -5.2200 0.8923 3.2241  0.12
H -7.5670 0.1431 3.0890  0.12
H -8.6447 -0.1151 0.8711  0.12
H -7.4127 0.5014 -1.1629  0.12
H -4.6760 2.5843 -1.3014  0.08
H -5.7020 1.4906 -2.2216  0.07
H -5.0016 -0.5569 -3.9387  0.03
H -4.2724 -1.7816 -2.8789  0.01
H -3.3668 -1.1616 -4.2738  0.02
H -4.1577 2.1693 -4.3597  0.03
H -2.4526 1.7822 -4.7001  0.01
H -2.8544 3.0801 -3.5494  0.02
B 0.3100 -1.6391 -4.2167  -0.39
N -0.7860 -2.3322 -3.3456  -0.05
C -1.2702 -3.5478 -3.5856  -0.03
C -1.9633 -3.9925 -2.4731  0.00
C -1.8560 -2.9532 -1.5730  -0.16
N -1.1524 -1.9350 -2.1041  -0.19
N 0.1047 -0.1025 -4.2094  -0.05
C 0.3957 0.6908 -5.2456  -0.03
C 0.4677 1.9922 -4.8024  0.00
C 0.1990 1.9054 -3.4436  -0.15
N -0.0096 0.6344 -3.0858  -0.15
H 1.3970 -1.8965 -3.7519  0.08
H 0.1663 -2.0241 -5.3428  0.09
H -1.0691 -4.0289 -4.5257  0.14
H -2.4699 -4.9304 -2.3433  0.12
H -2.2210 -2.8889 -0.5754  0.06
H 0.5448 0.2679 -6.2227  0.14
H 0.6818 2.8740 -5.3757  0.12
H 0.1686 2.7028 -2.7228  0.09
C 5.6948 2.7125 2.0448  -0.41
S 6.4404 1.2665 1.3519  0.85
C 5.0452 0.2864 0.8729  -0.53
C 4.1437 -0.0302 2.0796  -0.22
C 3.0747 -1.0583 1.7355  -0.23
N 1.8840 -0.4430 1.1477  -0.43
P 0.8667 0.6445 2.0578  1.04
C 1.6604 2.2741 1.8425  -0.38
C 1.1524 3.3623 2.5528  -0.13
C 1.6405 4.6408 2.3332  -0.05
C 2.6225 4.8605 1.3739  -0.05
C 3.1064 3.7924 0.6336  -0.11
C 2.6279 2.5080 0.8706  -0.13
C 1.2925 0.1832 3.7799  -0.36
C 0.8030 -1.0348 4.2550  -0.15
C 1.0075 -1.4292 5.5670  -0.06
C 1.6823 -0.5903 6.4443  -0.05
C 2.1593 0.6303 5.9940  -0.05
C 1.9717 1.0123 4.6712  -0.07
P 1.3569 -1.0064 -0.3578  0.92
C 2.7988 -0.7373 -1.4424  -0.34
C 2.9084 0.5102 -2.0543  -0.13
C 3.9922 0.8129 -2.8665  -0.04
C 4.9827 -0.1364 -3.0837  -0.04
C 4.8950 -1.3784 -2.4703  -0.04
C 3.8135 -1.6757 -1.6504  -0.10
C 1.1511 -2.8028 -0.1890  -0.35
C 1.3801 -3.6989 -1.2311  -0.10
C 1.1375 -5.0527 -1.0470  -0.05
C 0.6515 -5.5196 0.1650  -0.05
C 0.3941 -4.6290 1.1972  -0.05
C 0.6434 -3.2773 1.0192  -0.10
H 6.4708 3.4714 2.1352  0.05
H 5.2982 2.4708 3.0354  0.04
H 4.8801 3.0494 1.3945  -0.01
H 5.4650 -0.6119 0.4170  0.07
H 4.5167 0.8483 0.0910  0.04
H 3.6727 0.8833 2.4402  0.07
H 4.7443 -0.4258 2.9056  0.13
H 2.8041 -1.5973 2.6443  0.11
H 3.4699 -1.8054 1.0435  0.11
H 0.3569 3.2175 3.2754  0.12
H 1.2392 5.4708 2.8972  0.12
H 2.9851 5.8618 1.1887  0.12
H 3.8439 3.9593 -0.1431  0.13
H 2.9900 1.6839 0.2698  0.06
H 0.2483 -1.6862 3.5914  0.06
H 0.6310 -2.3829 5.9092  0.11
H 1.8253 -0.8839 7.4746  0.12
H 2.6798 1.2918 6.6732  0.12
H 2.3634 1.9671 4.3392  0.10
H 2.1499 1.2625 -1.8846  0.08
H 4.0530 1.7830 -3.3411  0.12
H 5.8177 0.0889 -3.7334  0.12
H 5.6642 -2.1210 -2.6360  0.12
H 3.7650 -2.6543 -1.1890  0.11
H 1.7287 -3.3459 -2.1902  0.09
H 1.3260 -5.7434 -1.8561  0.12
H 0.4725 -6.5764 0.3059  0.12
H 0.0104 -4.9888 2.1423  0.11
H 0.4496 -2.5821 1.8274  0.07
O 0.4426 3.8817 -0.7786  -0.23
Cl -0.7204 3.2128 -0.3121  0.73
O -1.8330 3.3533 -1.1986  -0.33
O -1.0393 3.5252 1.0309  -0.24
O -0.3538 1.7178 -0.2853  -0.68

Atoms 1-6, force components in eV/Å:
Re 0.551 0.752 -0.427
C 0.151 -0.064 -0.095
Sb -0.622 -0.039 0.391
C 0.096 -0.071 -0.113
C 0.069 0.149 -0.201
C 0.056 0.100 -0.125

* multiplicity: 4
* ⟨S²⟩: 3.784
* ΔE to the lowest compared entry with this formula, charge and spin: 94.1 kJ/mol
* net charge: +2
* LUMO energy (alpha / beta): -5.801 / -7.881 eV
* HOMO (alpha / beta): -11.696 / -11.695 eV

Molecular formula: C46H58BeO4
Method: DFT, wB97M-V/def2-TZVPD

Each line ends with the Löwdin charge.
CARTESIAN COORDINATES (ANGSTROEM)
Be -0.7060 -0.3526 -2.1510  0.28
C -3.4141 -0.5449 -3.7148  -0.01
O -2.5990 -0.6907 -2.5517  -0.15
C -3.1909 -0.3327 -1.3297  -0.18
C -3.4365 -1.3886 -0.4666  -0.12
C -3.0754 -2.7959 -0.8899  -0.05
C -1.7015 -3.2460 -0.4198  -0.11
C -1.5261 -4.5548 0.0249  0.02
C -0.2947 -5.0443 0.4499  -0.17
C 0.7658 -4.1392 0.4789  0.01
C 0.6332 -2.8202 0.0696  -0.15
C 1.7014 -1.8125 0.4196  -0.05
C 2.5358 -0.8993 -0.4891  -0.09
C 3.6636 -0.3824 0.1484  0.00
C 4.3335 0.7618 -0.2726  -0.16
C 3.7789 1.4494 -1.3441  0.02
C 2.6849 0.9548 -2.0465  -0.11
C 1.9648 1.8607 -3.0223  -0.05
C 0.8628 2.6063 -2.2846  -0.12
C 1.1110 3.7497 -1.5431  0.02
C 0.1128 4.3970 -0.8122  -0.17
C -1.1773 3.8740 -0.8761  0.02
C -1.4692 2.7305 -1.6139  -0.12
C -2.8851 2.2031 -1.7893  -0.06
C -3.2926 1.0024 -0.9400  -0.09
C -3.7536 1.2303 0.3532  0.03
C -4.0585 0.2076 1.2475  -0.15
C -3.8807 -1.1045 0.8167  0.04
C -4.5048 0.5571 2.6680  -0.56
C -3.3547 1.2830 3.3814  -0.04
C -5.7311 1.4773 2.6219  -0.05
C -4.8684 -0.6873 3.4773  -0.07
C -0.4313 2.0848 -2.2845  -0.24
O -0.6877 0.9393 -2.9407  -0.07
C 0.4750 5.6278 0.0209  -0.56
C 1.5443 5.2395 1.0525  -0.05
C 1.0327 6.7306 -0.8890  -0.05
C -0.7324 6.1886 0.7705  -0.07
C 2.1621 -0.2840 -1.6861  -0.16
O 1.2177 -0.8398 -2.5569  -0.13
C 1.5559 -2.1460 -3.0436  0.00
C 5.5495 1.2697 0.5004  -0.56
C 6.1746 2.4981 -0.1611  -0.07
C 6.6098 0.1643 0.5725  -0.05
C 5.1227 1.6542 1.9238  -0.04
C -0.5987 -2.3820 -0.4322  -0.23
O -0.6980 -1.1320 -0.8769  -0.03
C -0.0895 -6.4795 0.9365  -0.56
C 0.2701 -6.4679 2.4285  -0.05
C 1.0553 -7.1309 0.1497  -0.05
C -1.3441 -7.3325 0.7492  -0.07
H -4.2691 -1.2188 -3.6368  0.10
H -3.7648 0.4772 -3.8327  0.09
H -2.7987 -0.8163 -4.5687  0.10
H -3.8156 -3.4974 -0.4998  0.12
H -3.1259 -2.8625 -1.9767  0.12
H -2.3936 -5.2035 0.0212  0.10
H 1.7265 -4.4530 0.8761  0.11
H 1.1946 -1.0880 1.0687  0.15
H 2.4177 -2.3219 1.0664  0.11
H 3.9768 -0.8699 1.0662  0.11
H 4.1834 2.4033 -1.6577  0.11
H 2.6740 2.5839 -3.4290  0.12
H 1.5333 1.2954 -3.8453  0.12
H 2.1245 4.1394 -1.5238  0.11
H -1.9885 4.3667 -0.3529  0.10
H -3.5775 3.0156 -1.5595  0.12
H -3.0050 1.9752 -2.8457  0.10
H -3.8437 2.2636 0.6725  0.12
H -4.0545 -1.9353 1.4890  0.12
H -3.0942 2.2124 2.8721  0.08
H -3.6380 1.5278 4.4082  0.08
H -2.4607 0.6568 3.4104  0.09
H -5.5219 2.4087 2.0949  0.07
H -6.5682 0.9872 2.1202  0.09
H -6.0440 1.7330 3.6372  0.08
H -4.0065 -1.3412 3.6257  0.09
H -5.2268 -0.3866 4.4638  0.08
H -5.6592 -1.2657 2.9948  0.09
H 2.4528 4.8779 0.5676  0.07
H 1.8130 6.1003 1.6708  0.08
H 1.1777 4.4459 1.7071  0.09
H 1.9244 6.3976 -1.4225  0.08
H 0.2919 7.0318 -1.6326  0.09
H 1.3043 7.6099 -0.2990  0.08
H -1.1592 5.4522 1.4550  0.08
H -0.4259 7.0542 1.3619  0.08
H -1.5175 6.5158 0.0854  0.09
H 2.4721 -2.0853 -3.6330  0.11
H 1.6758 -2.8579 -2.2314  0.09
H 0.7307 -2.4623 -3.6802  0.10
H 6.4577 2.2984 -1.1967  0.09
H 5.4972 3.3548 -0.1494  0.08
H 7.0750 2.7854 0.3855  0.09
H 6.9495 -0.1150 -0.4271  0.09
H 7.4741 0.5118 1.1437  0.08
H 6.2249 -0.7330 1.0589  0.08
H 4.3417 2.4175 1.9027  0.09
H 4.7356 0.7937 2.4724  0.08
H 5.9755 2.0511 2.4800  0.09
H 1.1861 -5.9028 2.6104  0.08
H -0.5293 -6.0095 3.0143  0.09
H 0.4237 -7.4868 2.7933  0.08
H 1.9991 -6.6044 0.2994  0.07
H 1.1969 -8.1651 0.4733  0.08
H 0.8383 -7.1333 -0.9205  0.09
H -2.1795 -6.9604 1.3458  0.08
H -1.6564 -7.3638 -0.2968  0.09
H -1.1408 -8.3564 1.0693  0.08

Atoms 1-6, force components in eV/Å:
Be 0.111 -0.087 -0.226
C 0.081 -0.058 0.114
O -0.057 0.022 -0.099
C 0.108 0.048 -0.136
C -0.020 -0.036 0.034
C -0.034 0.016 0.076

* ΔE to the lowest compared entry with this formula, charge and spin: 41.3 kJ/mol
* LUMO energy: 0.465 eV
* HOMO: -7.672 eV